Entry from the OMol25 dataset: a cluster of 3 separate species, C8H17IN2S in total (the ωB97M-V functional and the def2-TZVPD basis).

```
29
Properties=species:S:1:pos:R:3:mulliken_charge:R:1
C -0.7240 2.7988 -1.7524 -1.561
C -0.7471 1.4642 -1.0187 -0.067
C 0.5737 1.1323 -0.3852 -0.089
N 0.9302 0.0570 0.1699 -0.251
C 0.0926 -1.0663 0.2705 0.334
C 0.7789 -2.4058 0.3528 -0.473
C 0.1280 -1.8378 1.5681 -0.669
H -0.0104 2.7702 -2.5729 0.350
H -0.4410 3.6039 -1.0772 0.374
H -1.7067 3.0263 -2.1587 0.401
H -1.5094 1.4840 -0.2307 0.341
H -1.0228 0.6645 -1.7128 0.196
H 1.3201 1.9202 -0.3933 0.383
H -0.8689 -1.0335 -0.2364 -0.062
H 1.8567 -2.3982 0.3108 0.116
H 0.3190 -3.2410 -0.1504 0.248
H -0.8057 -2.2603 1.9053 0.255
H 0.7606 -1.4678 2.3602 0.225
C -2.9358 -2.0008 -1.5608 -0.339
N -3.6145 -1.1027 -1.0206 -0.478
H -2.5183 -1.9853 -2.5740 0.278
H -2.7365 -2.8989 -0.9869 0.287
H -3.7898 -0.2759 -1.5920 0.254
C 3.2415 0.6928 2.1692 -0.430
S 4.1539 1.4031 0.7857 -0.211
I 4.3113 -0.4398 -0.6924 0.001
H 3.1001 1.5124 2.8668 0.355
H 2.2816 0.3295 1.8071 -0.083
H 3.8207 -0.0939 2.6406 0.314
```

Multiplicity   1
Structure (SMILES)   CC/C=N\C1CC1.C=N.CSI
LUMO energy   -0.00462 hartree
HOMO   -0.302 hartree
Kohn-Sham gap   8.1 eV
Net charge   0
ΔE to the lowest compared entry with this formula, charge and spin   0.000 eV

---

Entry from the OMol25 dataset: a structure of composition C27H24BBiN12OS4 (the ωB97M-V functional and the def2-TZVPD basis).

```
70
Properties=species:S:1:pos:R:3:mulliken_charge:R:1
Bi -0.4318 -0.2302 -0.0112 2.237
C -2.6642 3.1680 -2.4683 -1.255
C -1.8437 2.7123 -1.4323 -0.329
N -1.5677 1.4234 -1.5952 0.010
N -2.1999 1.0191 -2.7124 -0.090
C -2.8628 2.0535 -3.2578 -0.114
B -2.0162 -0.3897 -3.3029 -0.042
N -2.4055 -1.4952 -2.2841 0.055
C -3.4028 -2.3756 -2.4352 -0.195
C -3.3462 -3.3051 -1.4127 -1.258
C -2.2526 -2.9124 -0.6503 -0.423
N -1.6838 -1.8332 -1.1896 0.567
N -0.5635 -0.6121 -3.7314 -0.156
C -0.1121 -0.9419 -4.9548 -0.223
C 1.2517 -1.1212 -4.8772 -1.210
C 1.5468 -0.8704 -3.5315 -0.064
N 0.4519 -0.5687 -2.8413 0.344
H -3.0617 4.1572 -2.6138 0.404
H -1.4464 3.2426 -0.5792 0.461
H -3.4265 1.9189 -4.1666 0.463
H -2.7416 -0.4954 -4.2531 -0.175
H -4.0732 -2.2872 -3.2743 0.451
H -4.0019 -4.1407 -1.2427 0.428
H -1.8606 -3.3188 0.2690 0.559
H -0.7965 -1.0196 -5.7840 0.449
H 1.9301 -1.3767 -5.6729 0.436
H 2.5079 -0.8955 -3.0450 0.137
S -2.8322 0.2052 0.9306 -0.573
C -2.4249 -0.7733 2.3055 1.195
S -0.8946 -1.5960 2.2577 -0.682
C -3.2599 -0.8650 3.3908 0.216
C -2.9205 -1.6672 4.5211 -0.088
N -2.6459 -2.3139 5.4337 -0.518
C -4.4901 -0.1432 3.4281 -0.125
N -5.4808 0.4446 3.4463 -0.550
C 3.8117 -0.6184 -0.7644 -0.664
C 3.5766 0.6762 -0.0599 0.497
N 2.4487 1.0341 0.4865 -0.016
C 2.5621 2.2672 1.0911 0.048
C 3.7844 2.8555 0.9650 -0.669
S 4.8370 1.8292 0.1036 -0.236
C 1.4458 2.8584 1.8433 0.129
C 1.6020 3.9260 2.6756 -0.771
S 0.1117 4.3156 3.3945 -0.203
C -0.6466 3.0420 2.5332 0.411
N 0.1615 2.3587 1.7634 0.206
C -2.1038 2.7978 2.7507 -0.927
H 2.8621 -1.1328 -0.8866 -0.428
H 4.4818 -1.2618 -0.1915 0.424
H 4.2608 -0.4517 -1.7439 0.548
H 4.1023 3.8196 1.3244 0.394
H 2.5095 4.4540 2.9148 0.371
H -2.5081 3.5315 3.4469 0.497
H -2.2649 1.8013 3.1600 0.073
H -2.6574 2.8568 1.8156 0.257
N 3.3056 -7.0314 -0.6155 -0.364
C 3.7113 -5.9152 0.0474 0.037
O 4.7728 -5.8329 0.6280 -0.599
C 2.7711 -4.7403 -0.0209 0.753
C 1.9313 -4.5017 -1.0991 -0.987
C 1.1322 -3.3685 -1.0823 -0.349
N 1.1264 -2.5110 -0.0647 0.516
C 1.9347 -2.7444 0.9732 -0.446
C 2.7796 -3.8361 1.0328 -0.941
H 3.8736 -7.8554 -0.5112 0.242
H 2.3448 -7.1485 -0.8830 0.208
H 1.9123 -5.1544 -1.9623 0.466
H 0.4833 -3.1267 -1.9154 0.252
H 1.9054 -2.0180 1.7790 0.426
H 3.4407 -3.9907 1.8741 0.504
```

Multiplicity   1
LUMO energy   -0.01576 hartree
HOMO   -0.291 hartree
Kohn-Sham gap   7.5 eV
Net charge   0

---

Entry from the OMol25 dataset: the molecule C15H23N3O4S (the ωB97M-V functional and the def2-TZVPD basis).

```
46
Properties=species:S:1:pos:R:3:mulliken_charge:R:1
C -5.9060 -2.8026 0.8023 -1.091
C -5.3875 -2.3503 -0.5551 -0.291
O -4.3686 -1.3612 -0.4204 -0.351
C -4.7698 -0.0910 -0.2548 0.347
O -5.9260 0.2610 -0.2395 -0.644
C -3.6202 0.7895 -0.1112 0.954
S -2.0112 0.1235 -0.1487 -0.053
C -1.4022 1.7506 0.0739 0.500
N -0.0903 2.1096 0.1564 -0.057
C 1.1094 1.4223 0.0985 1.102
O 2.1291 2.0594 0.2058 -0.646
C 1.0067 -0.0848 -0.0968 -1.726
N 2.1986 -0.8751 -0.1740 0.147
C 2.9845 -1.0788 1.0276 -1.077
C 4.1942 -0.1350 1.1424 0.768
C 5.0835 -0.5151 2.3177 -1.627
O 4.9774 -0.2193 -0.0363 -0.439
C 4.2385 0.1641 -1.1838 0.768
C 5.1731 0.0908 -2.3829 -1.628
C 3.0309 -0.7734 -1.3571 -1.079
N -2.3223 2.6591 0.1625 -0.651
C -3.5715 2.1540 0.0628 -0.212
C -4.7365 3.0693 0.1440 -1.283
H -6.6321 -3.5990 0.6671 0.377
H -6.3865 -1.9709 1.3119 0.310
H -5.0857 -3.1682 1.4155 0.297
H -6.2050 -1.9353 -1.1539 0.323
H -4.9114 -3.1738 -1.0912 0.306
H 0.0265 3.1124 0.2871 0.281
H 0.4378 -0.2529 -1.0203 0.616
H 0.4018 -0.4770 0.7309 0.614
H 2.3421 -0.9733 1.9027 0.450
H 3.3634 -2.1087 0.9909 0.345
H 3.8380 0.9002 1.2590 0.171
H 5.9421 0.1489 2.3546 0.378
H 5.4411 -1.5341 2.1949 0.364
H 4.5295 -0.4373 3.2492 0.405
H 3.8809 1.1965 -1.0476 0.174
H 6.0287 0.7391 -2.2181 0.378
H 4.6537 0.4044 -3.2843 0.405
H 5.5315 -0.9275 -2.5092 0.364
H 2.4219 -0.4486 -2.2016 0.448
H 3.4142 -1.7808 -1.5660 0.346
H -4.7097 3.6064 1.0903 0.308
H -5.6614 2.5084 0.0608 0.306
H -4.6753 3.8048 -0.6561 0.302
```

Multiplicity   1
Structure (SMILES)   CCOC(=O)c1sc(NC(=O)CN2C[C@@H](C)O[C@@H](C)C2)nc1C
LUMO energy   0.00812 hartree
HOMO   -0.303 hartree
Kohn-Sham gap   8.5 eV
Net charge   0
ΔE to the lowest compared entry with this formula, charge and spin   1.427 eV

---

Entry from the OMol25 dataset: the molecule C3H4O2S2 (the ωB97M-V functional and the def2-TZVPD basis).

```
11
Properties=species:S:1:pos:R:3:mulliken_charge:R:1
C -1.2469 -0.0900 -0.3670 0.331
C 0.6784 -0.7426 0.7311 -0.316
C 1.3934 0.1728 -0.2577 -0.453
O -2.9806 1.5644 -0.9010 -0.510
O -0.5506 -1.1669 0.0634 -0.318
S 0.1271 1.5159 -0.4604 -0.119
S -2.8161 0.2052 -0.4693 0.248
H 1.0075 -1.7863 0.8668 0.238
H 0.4954 -0.2624 1.7687 0.252
H 2.3207 0.7055 0.2508 0.301
H 1.5715 -0.1155 -1.2254 0.347
```

Multiplicity   1
LUMO energy   0.00587 hartree
HOMO   -0.320 hartree
Kohn-Sham gap   8.9 eV
Net charge   0
ΔE to the lowest compared entry with this formula, charge and spin   3.012 eV

---

Entry from the OMol25 dataset: a structure of composition C29H23BrCl3MoN6O3SSi (the ωB97M-V functional and the def2-TZVPD basis).

```
68
Properties=species:S:1:pos:R:3:mulliken_charge:R:1
Mo 0.2917 0.1037 0.9790 0.777
Br 0.3431 -5.9301 -4.1249 -0.146
C -1.2186 -4.8937 -3.9200 0.021
C -1.9151 -4.4708 -5.0422 -0.544
C -3.0575 -3.7069 -4.8764 0.024
C -3.4709 -3.3290 -3.6025 -0.282
C -2.7794 -3.7870 -2.4800 -0.144
C -1.6578 -4.5769 -2.6405 -0.748
N -4.6647 -2.5521 -3.5562 -0.452
N -4.9887 -1.8708 -2.5710 -0.424
C -4.0846 -1.3342 -1.6330 -0.267
C -4.5784 -1.1545 -0.3604 -0.419
C -3.7507 -0.7866 0.7203 -1.079
C -2.4338 -0.5561 0.4689 0.348
O -1.4696 -0.2686 1.3870 -0.349
C -1.9319 -0.5748 -0.8538 0.793
N -0.6219 -0.2132 -0.9794 0.672
C -0.1006 -0.1543 -2.1882 -0.623
C -0.8657 -0.3908 -3.3391 -1.381
C -2.1793 -0.7664 -3.2202 -0.505
C -2.7429 -0.9206 -1.9368 0.192
H -1.5752 -4.7484 -6.0298 0.444
H -3.6350 -3.3785 -5.7307 0.503
H -3.1315 -3.5604 -1.4829 0.455
H -1.1221 -4.9470 -1.7779 0.837
H -5.6236 -1.3742 -0.1911 0.477
H -4.1502 -0.6956 1.7205 0.546
H 0.9530 0.0922 -2.2485 0.707
H -0.4059 -0.2763 -4.3100 0.523
H -2.7784 -0.9308 -4.1042 0.716
O 3.9844 1.5434 0.3481 -0.633
C 3.0040 1.0896 0.8574 0.454
O 1.9367 0.6480 0.1756 -0.274
C 2.7793 0.9898 2.3410 0.501
C 3.7756 1.3627 3.2457 -1.321
C 3.4910 1.2866 4.5812 -0.739
C 2.2205 0.8414 5.0006 1.074
C 1.8581 0.7662 6.3676 -0.834
C 0.6274 0.3075 6.7312 -0.639
C -0.2951 -0.1117 5.7462 -0.836
C 0.0153 -0.0409 4.4198 -0.403
C 1.2757 0.4536 4.0207 0.019
N 1.5840 0.5516 2.6943 0.818
H 4.7300 1.6912 2.8613 0.618
H 4.2304 1.5576 5.3240 0.466
H 2.5762 1.0831 7.1127 0.419
H 0.3523 0.2561 7.7754 0.410
H -1.2589 -0.4966 6.0504 0.457
H -0.6943 -0.3747 3.6739 0.348
Cl 3.1483 -2.3123 1.3889 -0.293
Si 1.1054 -2.2535 1.0532 0.601
Cl 0.2347 -3.3597 2.5594 -0.315
Cl 0.8088 -3.3173 -0.6984 -0.160
S -0.4022 2.7601 0.9371 -0.381
C 0.8247 3.3422 -0.1145 0.276
N 0.7510 3.1540 -1.4284 0.021
C 1.7741 3.5982 -2.3732 -0.564
C 2.4415 4.8480 -1.8232 -0.787
C 2.9535 4.5577 -0.4226 -0.512
N 1.8577 4.0157 0.3809 -0.079
H -0.0777 2.6865 -1.7561 0.247
H 1.2904 3.7946 -3.3283 0.439
H 2.5120 2.8038 -2.5153 0.293
H 1.7179 5.6645 -1.7923 0.320
H 3.2675 5.1459 -2.4661 0.370
H 3.3110 5.4639 0.0630 0.456
H 3.7693 3.8317 -0.4495 0.217
H 1.8660 4.1242 1.3821 0.276
```

Multiplicity   1
LUMO energy (alpha / beta)   -0.15714 / -0.15824 hartree
HOMO (alpha / beta)   -0.386 / -0.386 hartree
Kohn-Sham gap (alpha / beta)   6.2 / 6.2 eV
Net charge   +1
ΔE to the lowest compared entry with this formula, charge and spin   0.371 eV

---

Entry from the OMol25 dataset: a structure of composition C36H47AuGeNO3P2 (the ωB97M-V functional and the def2-TZVPD basis).

```
91
Properties=species:S:1:pos:R:3:mulliken_charge:R:1
Au -0.0059 0.6270 0.2512 1.363
O -2.1481 0.3225 0.4591 -0.131
P -3.1941 1.4086 0.0307 0.585
C -2.4203 2.5265 -1.1820 -1.505
P -1.5183 1.6122 -2.4895 1.353
O -0.4224 0.7636 -1.8036 -0.549
C -2.6566 0.6035 -3.3989 0.395
C -2.6674 -0.7741 -3.1995 -0.319
C -3.5648 -1.5608 -3.9042 -0.459
C -4.4286 -0.9756 -4.8211 -0.684
C -4.4152 0.4001 -5.0243 -0.912
C -3.5360 1.1962 -4.3102 -0.381
C -0.8388 2.8535 -3.5712 0.903
C -0.7764 2.6328 -4.9498 -0.523
C -0.2044 3.5944 -5.7680 -0.792
C 0.3166 4.7574 -5.2168 -0.498
C 0.2677 4.9740 -3.8442 -0.803
C -0.3029 4.0229 -3.0171 -0.659
C -3.6556 2.4475 1.4045 0.760
C -3.0790 2.1932 2.6515 -0.423
C -3.3642 3.0323 3.7207 -0.829
C -4.2467 4.0892 3.5514 -0.542
C -4.8341 4.3304 2.3141 -0.791
C -4.5504 3.5053 1.2386 -0.455
C -4.6657 0.6337 -0.6034 0.998
C -5.5666 1.3413 -1.3984 -0.285
C -6.7326 0.7208 -1.8158 -0.871
C -7.0043 -0.5860 -1.4308 -0.601
C -6.1076 -1.2871 -0.6350 -0.879
C -4.9412 -0.6758 -0.2053 -0.485
H -1.6762 3.0707 -0.5909 0.583
H -3.1181 3.2420 -1.6197 0.677
H -1.9712 -1.2144 -2.4967 0.195
H -3.5879 -2.6336 -3.7515 0.485
H -5.1083 -1.5934 -5.3947 0.472
H -5.0818 0.8505 -5.7495 0.489
H -3.5187 2.2689 -4.4708 0.596
H -1.1672 1.7197 -5.3787 0.505
H -0.1608 3.4269 -6.8360 0.441
H 0.7684 5.5015 -5.8605 0.434
H 0.6613 5.8878 -3.4183 0.445
H -0.3397 4.2026 -1.9479 0.254
H -2.4095 1.3490 2.7754 0.514
H -2.9013 2.8575 4.6830 0.445
H -4.4976 4.7196 4.3937 0.429
H -5.5239 5.1541 2.1894 0.450
H -5.0280 3.6868 0.2814 0.285
H -5.3679 2.3656 -1.6963 0.330
H -7.4385 1.2653 -2.4298 0.475
H -7.9316 -1.0528 -1.7365 0.468
H -6.3270 -2.3033 -0.3346 0.470
H -4.2474 -1.2050 0.4373 0.407
N 3.8121 -0.8560 1.0709 -0.219
C 2.5142 -0.8776 1.1951 0.475
O 1.8086 -1.4028 0.2719 -0.552
C 1.8938 -0.2607 2.4236 -0.929
C 0.5944 0.5266 2.2037 -0.934
H 4.2431 -1.2740 0.2541 0.294
H 4.4191 -0.4375 1.7611 0.240
H 2.6305 0.4010 2.8788 0.519
H 1.7195 -1.0820 3.1257 0.303
H 0.7389 1.5847 2.4606 0.760
H -0.2562 0.1389 2.7628 0.397
C 4.0231 -5.4156 0.6280 -1.431
C 2.5158 -5.3527 0.8630 0.092
C 2.1133 -4.2703 1.8705 -0.463
C 0.6611 -3.7971 1.7070 -0.929
Ge 0.3464 -2.8188 0.0525 0.888
C 0.6652 -3.3768 -1.7827 -0.741
C 1.8226 -2.6408 -2.4712 -0.095
C 1.9604 -3.0892 -3.9277 -0.712
C 2.4070 -4.5437 -4.0830 -1.171
H 4.2720 -6.1926 -0.0946 0.411
H 4.5502 -5.6496 1.5553 0.370
H 4.4098 -4.4610 0.2551 0.288
H 2.1588 -6.3247 1.2058 0.416
H 2.0092 -5.1606 -0.0896 -0.178
H 2.8064 -3.4233 1.7856 0.042
H 2.2195 -4.6539 2.8860 0.501
H 0.3420 -3.1354 2.5168 0.426
H -0.0204 -4.6539 1.7039 0.580
H -0.7791 -1.7576 0.1747 -0.496
H -0.2715 -3.1982 -2.3129 0.447
H 0.8342 -4.4531 -1.7766 0.526
H 2.7603 -2.8455 -1.9444 0.197
H 1.6481 -1.5607 -2.4405 0.180
H 2.7029 -2.4390 -4.3931 0.383
H 1.0183 -2.9240 -4.4590 0.301
H 3.2451 -4.7789 -3.4204 0.271
H 2.7279 -4.7303 -5.1065 0.397
H 1.5972 -5.2504 -3.8866 0.318
```

Multiplicity   1
LUMO energy   -0.45269 hartree
HOMO   -0.601 hartree
Kohn-Sham gap   4.0 eV
Net charge   +3
ΔE to the lowest compared entry with this formula, charge and spin   1.552 eV